ORCA calculation (ωB97M-V/def2-TZVPD) on a molecular structure, C18H33BF4I2N9OP2Y.

```
71
Properties=species:S:1:pos:R:3:forces:R:3:mulliken_charge:R:1
H 3.1628 -4.8890 -2.1870 -0.0016 0.0058 -0.0014 0.256
N 0.4778 1.4365 -1.4722 0.0013 -0.0057 0.0085 0.840
H 5.0792 -2.2490 -1.2583 -0.0032 0.0021 -0.0091 0.270
N 3.2800 -1.2931 -2.7260 0.0161 0.0052 0.0013 0.458
N -0.6958 3.9325 1.9954 -0.0075 0.0235 0.0205 0.136
F 0.8732 -1.8189 1.8853 0.0044 0.0479 0.0087 -0.229
C 4.6575 -2.9949 -0.5902 -0.0014 0.0038 0.0342 -0.929
H 3.9832 -1.1249 -4.6902 0.0060 -0.0008 -0.0016 0.321
C -0.0488 3.0181 1.2370 0.0318 -0.0321 -0.0228 -0.138
H 3.9090 4.2759 1.2018 0.0018 0.0003 -0.0010 0.328
C 0.6584 2.4199 -3.4600 -0.0220 -0.0502 0.0009 -0.915
H 5.1259 -1.9004 -3.5812 0.0009 0.0064 0.0039 0.333
H -0.1252 0.3737 -3.2357 -0.0005 -0.0028 0.0068 0.306
H 0.6435 2.6890 -4.5020 0.0080 0.0146 0.0006 0.534
C 0.2769 1.2811 -2.8164 0.0081 0.0164 -0.0271 -0.671
C 4.2491 0.9698 1.7540 -0.0126 -0.0460 0.0061 -1.063
N 3.7735 2.1942 1.3732 0.0133 0.0281 0.0064 0.150
C 2.3201 -4.7804 -2.8646 -0.0091 -0.0104 -0.0053 -1.022
N 1.7143 -3.4582 -2.7356 0.0281 0.0019 0.0223 0.517
H -1.2128 5.8894 2.4755 0.0011 0.0062 0.0006 0.347
N 3.2002 -2.9394 -0.6020 0.0285 -0.0005 -0.0554 0.781
H 5.0243 -3.9819 -0.8868 -0.0023 -0.0007 -0.0047 0.288
H 1.4729 -3.8334 0.2080 -0.0017 -0.0090 0.0053 0.331
C 2.5132 2.0239 0.9142 -0.0264 -0.0076 -0.0056 0.027
H 2.8042 -3.6201 1.3505 -0.0013 -0.0100 0.0022 0.355
H 3.2299 -0.9864 1.6951 0.0005 0.0000 -0.0006 0.525
F -1.1186 -0.8517 2.2304 0.0038 -0.0476 0.0109 -0.261
H -2.4347 3.8200 3.2414 0.0105 0.0190 -0.0015 0.471
H 5.2344 0.8442 2.1683 0.0026 0.0134 0.0012 0.524
F -0.8172 -3.0835 2.9231 0.0004 -0.0157 0.0022 -0.217
H 4.8775 3.5637 2.5032 0.0027 0.0051 -0.0001 0.370
N 2.1729 0.7380 0.9911 -0.0378 0.0309 -0.0069 0.563
H 0.1416 5.7444 1.3491 0.0041 0.0038 0.0042 0.363
C 3.6790 0.0334 -2.2765 -0.0156 -0.0170 -0.0037 -0.673
H 5.3970 3.3929 0.8110 0.0057 0.0111 0.0072 0.350
Y 0.1147 -0.2604 0.2384 0.0415 0.0517 0.0776 1.329
O 1.1952 -1.4182 -1.2461 -0.0244 -0.0021 0.0599 0.841
C 1.6058 4.6258 -2.7624 -0.0173 -0.0214 0.0175 -0.928
H 0.8293 5.2120 -3.2483 0.0049 0.0028 -0.0059 0.364
H 2.4799 4.5685 -3.4067 0.0009 0.0101 -0.0032 0.357
H 4.7139 0.0394 -1.9182 0.0021 0.0061 0.0029 0.347
F -0.9082 -2.4373 0.6637 0.0133 0.0355 -0.0220 -0.300
P 1.4651 3.3880 0.2982 0.0018 0.0091 -0.0208 -0.633
H 0.3787 5.3811 3.0750 -0.0027 0.0181 0.0012 0.319
H 3.7017 -2.7827 -4.1519 -0.0005 0.0005 -0.0013 0.266
B -0.5371 -2.1587 2.0249 -0.0009 0.0443 -0.0366 0.152
H -2.3857 1.2009 2.4206 -0.0020 0.0001 0.0018 0.551
H -0.1112 -3.9187 -3.6496 -0.0049 0.0091 -0.0146 0.363
P 2.3294 -2.2660 -1.8121 -0.0120 0.0026 -0.0039 -0.812
C 2.5547 -3.8763 0.3201 -0.0236 0.0230 -0.0073 -1.301
H 3.0254 0.3722 -1.4755 0.0062 -0.0052 0.0006 -0.133
C 4.5389 3.4359 1.4780 -0.0098 -0.0294 -0.0117 -0.921
H 2.6772 -4.9404 -3.8851 0.0038 -0.0018 -0.0012 0.367
C -1.7282 2.0111 2.1556 0.0153 -0.0117 -0.0119 -0.732
C 3.2504 0.0748 1.5149 0.0022 -0.0089 -0.0051 -0.616
H 5.0192 -2.7933 0.4201 0.0017 -0.0047 -0.0025 0.297
I -2.9326 0.1685 -0.8335 -0.0083 -0.0326 -0.0317 0.121
C -1.7587 3.3063 2.5801 -0.0271 -0.0315 0.0025 -0.783
H 2.8860 -4.8996 0.1276 0.0018 -0.0032 0.0021 0.395
H 3.6020 0.7361 -3.1099 0.0030 0.0053 0.0018 0.339
C 4.0681 -1.8069 -3.8427 -0.0110 -0.0088 -0.0045 -1.018
N -0.6600 1.8389 1.3138 0.0322 -0.0380 -0.0323 0.616
H 1.8795 5.1024 -1.8260 0.0075 0.0027 -0.0052 0.324
C 0.6806 -3.1707 -3.7227 -0.0053 0.0016 0.0115 -0.582
H 0.2475 -2.1904 -3.5368 -0.0112 -0.0029 -0.0012 -0.201
I -2.9059 -1.9491 -2.4354 -0.0274 0.0251 0.0232 0.007
H 1.0869 -3.1930 -4.7376 0.0093 -0.0076 0.0001 0.292
C 0.9824 2.6540 -1.3006 -0.0172 -0.0301 0.0452 0.107
C -0.3163 5.3238 2.2396 -0.0058 -0.0396 -0.0110 -0.891
N 1.1045 3.2790 -2.4943 0.0238 0.0444 -0.0128 0.148
H 1.5847 -5.5525 -2.6325 0.0034 -0.0021 -0.0086 0.322
```
Positions in Å, forces in eV/Å.

Results
Total energy ... -82030.638 eV
Orbital gap ... 7.732 eV
Highest occupied orbital energy ... -0.5297 Ha
Maximum force ... 0.10 eV/Å
Energy relative to the best compared isomer or geometry (same formula, charge and spin) ... 0.12 kcal per mole
Charge ... +2